1) 14
Properties=species:S:1:pos:R:3 method="wB97M-V/def2-TZVPD" multiplicity=1 homo_lumo_gap_ha=0.3393 smiles=CSc1ccnn1O
C -2.479 0.770 -0.684
S -0.863 1.562 -0.312
C 0.168 0.191 0.241
C 0.131 -1.055 0.823
C 1.419 -1.596 0.768
N 2.260 -0.705 0.203
N 1.470 0.334 0.015
O 2.019 1.488 -0.511
H -3.324 1.554 -0.668
H -2.590 -0.081 0.068
H -2.346 0.459 -1.727
H -0.605 -1.585 1.311
H 1.864 -2.546 1.124
H 2.876 1.208 -0.651



2) 14
Properties=species:S:1:pos:R:3 method="wB97M-V/def2-TZVPD" multiplicity=1 homo_lumo_gap_ha=0.3395 smiles="C=C(NC=O)NC=S"
C -0.132 1.876 -0.721
C 0.079 0.646 -0.173
N 1.154 -0.107 -0.464
C 1.507 -1.289 0.088
O 2.595 -1.818 -0.130
N -0.839 0.102 0.762
C -1.749 -0.844 0.521
S -1.737 -1.698 -0.833
H -0.982 2.460 -0.449
H 0.615 2.142 -1.442
H 2.082 0.441 -0.941
H 0.748 -1.677 0.862
H -1.037 0.709 1.483
H -2.304 -0.943 1.438



Comparing the structures above, 2) comes out on top by 0.0566 hartree.